Entry 1:
ORCA calculation (ωB97M-V/def2-TZVPD) on a molecular structure, C35H40CdN4P2 in a non-equilibrium geometry.

Summary:
electronic energy: -66040.416 eV
HOMO level: -8.1 eV
total charge: 0
gap between HOMO and LUMO: 7.3262 eV
energy relative to the best compared isomer or geometry (same formula, charge and spin): 0.0 kJ/mol
E_LUMO: -0.797 eV

Structure (XYZ):
```
82
C35H40CdN4P2 (ωB97M-V/def2-TZVPD)
Cd -0.52524 -2.45041 0.80849
C -1.13860 2.19737 -0.96514
C -1.49346 1.33246 -1.92244
C -0.91557 1.15863 -3.29871
C 0.31149 0.23455 -3.46342
C 1.52502 0.55238 -2.63783
C 1.76008 1.66786 -1.94917
C 1.06195 2.98607 -2.08528
C -0.07580 3.24912 -1.06245
C 1.61995 -2.46741 0.27049
H -1.76370 2.27852 -0.06180
H -2.36945 0.69371 -1.74310
H -0.71524 2.11271 -3.79870
H -1.73382 0.66500 -3.85114
H -0.01601 -0.78519 -3.20326
H 0.58042 0.22226 -4.53876
H 2.23332 -0.28576 -2.55144
H 2.58263 1.68637 -1.21744
H 0.69129 3.15364 -3.10480
H 1.81442 3.76871 -1.87517
H 0.35523 3.38366 -0.05939
H -0.52410 4.22454 -1.33364
H 2.20228 -2.20481 1.16365
H 1.68895 -1.65381 -0.45331
H 2.03556 -3.37184 -0.18927
P 1.27629 -1.14557 -8.20238
P -1.80901 -0.78975 -7.91907
N 2.74146 -0.15294 -8.21203
N 2.01437 -2.41454 -9.23036
N -2.01183 0.95857 -7.72067
N -3.49133 -1.06524 -8.37527
C 0.39094 -0.23759 -9.57295
C -1.08151 -0.67100 -9.63250
C 3.28398 0.41046 -7.04576
C 4.33802 1.24226 -7.40242
C 4.45206 1.20441 -8.83237
C 3.44951 0.36108 -9.30231
C 2.19967 -3.72576 -8.76960
C 2.74067 -4.49424 -9.79470
C 2.89378 -3.63873 -10.93532
C 2.43045 -2.37996 -10.56494
C -1.76060 1.57261 -6.49185
C -1.89613 2.94773 -6.63086
C -2.20389 3.20255 -7.99999
C -2.24548 1.97214 -8.64953
C -4.34238 -0.34161 -9.21869
C -5.47767 -1.09916 -9.47945
C -5.31512 -2.35293 -8.79314
C -4.09540 -2.31204 -8.13926
H 0.86816 -0.39295 -10.55071
H 0.46976 0.83599 -9.34663
H -1.65572 -0.00177 -10.28907
H -1.16588 -1.68554 -10.04856
H 2.86022 0.14254 -6.08779
H 4.94773 1.82295 -6.72485
H 5.16941 1.73434 -9.44170
H 3.19488 0.09752 -10.31913
H 1.91937 -3.97148 -7.75520
H 2.99453 -5.54621 -9.73913
H 3.29310 -3.91082 -11.90588
H 2.35806 -1.48508 -11.16762
H -1.51267 0.94526 -5.65812
H -1.78313 3.67613 -5.83749
H -2.37025 4.16685 -8.45882
H -2.42198 1.75867 -9.68915
H -4.09589 0.65540 -9.55030
H -6.31537 -0.80365 -10.09254
H -6.00932 -3.18034 -8.79310
H -3.58142 -3.02626 -7.51331
C -1.01844 -1.44470 2.64701
C -0.83834 -0.85642 3.73319
C -0.54538 -0.27765 5.00246
C -1.48615 0.47672 5.73937
C -1.22688 0.79000 7.07938
C -0.02160 0.40914 7.68258
C 0.96268 -0.22626 6.91763
C 0.73164 -0.52564 5.57367
H -2.42020 0.78009 5.27317
H -1.97881 1.32252 7.66451
H 0.15538 0.61372 8.74776
H 1.91269 -0.50167 7.38381
H 1.51438 -0.98810 4.97023
```

---

Entry 2:
ORCA calculation (ωB97M-V/def2-TZVPD) on a molecular structure, C35H40Cl5CoNO2SSe in a non-equilibrium geometry.

Summary:
electronic energy: -218953.291 eV
multiplicity: 5
HOMO level (spin up / spin down): -5.5 / -5.3 eV
total charge: -1
gap between HOMO and LUMO (spin up / spin down): 7.7741 / 5.9859 eV
E_LUMO (spin up / spin down): 2.312 / 0.645 eV

Structure (XYZ):
```
86
C35H40Cl5CoNO2SSe (ωB97M-V/def2-TZVPD)
Co 1.91895 -1.05322 -0.95043
C -2.62655 0.04868 5.21997
C -1.40305 -0.86682 5.35687
C -1.83555 -2.12102 6.12457
C -0.32235 -0.16312 6.19127
C -0.81525 -1.17722 3.98567
C -0.34545 -0.14912 3.17647
C 0.27095 -0.42132 1.97047
Se 1.29675 1.01688 1.13487
C 0.34305 1.93818 -0.30993
C -0.27905 3.14378 -0.05463
C -0.68855 3.96138 -1.10203
C -0.49425 3.49538 -2.40113
C 0.14475 2.30988 -2.70303
C 0.64625 1.52198 -1.62903
O 1.39275 0.48748 -1.83503
C 0.32045 1.82948 -4.13893
C -0.29195 2.79258 -5.16073
C -0.38795 0.47678 -4.27483
C 1.80815 1.65828 -4.47453
C -1.22885 5.35458 -0.81723
C -0.12635 6.15898 -0.11143
C -1.60895 6.11278 -2.09313
C -2.47155 5.26758 0.07507
C 0.49395 -1.75052 1.53317
O 1.14965 -1.99652 0.44887
C 0.00465 -2.80682 2.35607
C -0.63375 -2.48332 3.53647
C 0.24225 -4.25712 1.94867
C -0.37585 -4.50992 0.56757
C 1.75365 -4.52632 1.88897
C -0.37365 -5.25752 2.93677
H -3.02845 0.27928 6.20617
H -3.40325 -0.44102 4.63557
H -2.36545 0.98088 4.72747
H -2.23875 -1.83052 7.09337
H -0.98985 -2.77982 6.30377
H -2.60945 -2.66892 5.59277
H -0.68815 0.03508 7.19827
H -0.02905 0.77788 5.73567
H 0.55995 -0.79572 6.25847
H -0.41555 0.88738 3.47627
H -0.39705 3.43718 0.97937
H -0.84395 4.10428 -3.21533
H -1.35765 2.92198 -4.98793
H -0.16265 2.38718 -6.16253
H 0.19255 3.76518 -5.12573
H -1.44115 0.56438 -4.01463
H 0.07585 -0.24102 -3.61163
H -0.30875 0.09288 -5.29013
H 2.33095 2.60958 -4.39493
H 1.92035 1.27838 -5.48883
H 2.27535 0.95108 -3.79653
H 0.76525 6.18568 -0.73413
H 0.14175 5.71138 0.84057
H -0.45285 7.18258 0.06747
H -0.74735 6.23808 -2.74483
H -1.97435 7.10388 -1.83093
H -2.39595 5.59838 -2.63923
H -2.24645 4.78238 1.01957
H -3.24835 4.69348 -0.42453
H -2.85305 6.26588 0.28057
H -0.98845 -3.28752 4.15587
H 0.14515 -3.93072 -0.18803
H -1.42855 -4.22932 0.55877
H -0.29495 -5.56362 0.30497
H 2.23725 -3.86272 1.17867
H 1.94065 -5.55402 1.58007
H 2.20585 -4.36532 2.86527
H -1.45115 -5.13012 3.02197
H 0.07705 -5.16032 3.92187
H -0.19035 -6.27132 2.58517
Cl 4.42305 -2.09722 -3.31973
C 2.80335 -2.59792 -3.61283
C 1.80885 -2.26882 -2.69353
C 0.52125 -2.66642 -3.05553
Cl -0.77995 -2.18882 -2.02183
C 0.22785 -3.39722 -4.19993
Cl -1.38225 -3.88552 -4.55973
C 1.26355 -3.73242 -5.06493
Cl 0.94925 -4.66282 -6.47373
C 2.55525 -3.31022 -4.78253
Cl 3.82955 -3.69032 -5.87113
S 4.22495 -1.14192 -0.30163
C 3.95425 -0.71392 1.25937
N 3.80705 -0.40352 2.36417
```